No. 1
Entry from the OMol25 dataset: C43H33INO5P2Re as an isolated structure (wB97M-V/def2-TZVPD).

XYZ file:
```
86
Properties=species:S:1:pos:R:3:mulliken_spin:R:1
Re 1.44481 0.44273 -0.51502 0.905
O 1.19199 -0.59170 -6.52902 -0.001
C 1.28194 -0.42486 -5.21056 -0.001
C 1.27940 -1.49053 -4.30120 0.001
C 1.38102 -1.18985 -2.96434 -0.008
N 1.50718 0.06348 -2.54351 0.004
C 1.43561 1.09222 -3.38913 -0.007
C 1.33442 0.89707 -4.74215 0.003
C 1.38266 2.40633 -2.64741 0.007
O 1.37003 3.47629 -3.16011 0.015
O 1.32329 2.18742 -1.30859 0.025
C 1.25789 -2.14513 -1.80263 0.017
O 1.22914 -3.32880 -1.90096 0.014
O 1.14965 -1.45884 -0.63919 0.023
H 1.15556 -1.52524 -6.77280 0.000
H 1.17814 -2.52310 -4.61126 0.000
H 1.27565 1.73637 -5.42137 0.000
C -2.17591 -0.87105 -1.16694 -0.003
C -2.39385 0.64258 -1.31107 0.003
P -2.17133 1.50971 0.32173 0.017
C -3.87349 1.91008 0.85347 0.000
C -4.74969 2.63650 0.05102 0.000
C -6.03417 2.91418 0.49004 0.000
C -6.45216 2.47169 1.73881 0.000
C -5.58367 1.75364 2.54676 0.000
C -4.29964 1.47170 2.10273 0.001
C -1.57160 3.16159 -0.20516 0.006
C -0.96468 3.94302 0.77859 -0.004
C -0.50546 5.21991 0.49613 0.000
C -0.64341 5.73721 -0.78399 0.000
C -1.25327 4.97726 -1.77045 0.000
C -1.71824 3.70226 -1.48149 -0.005
P -3.11134 -1.61086 0.27343 0.000
C -4.20684 -2.80723 -0.57030 0.001
C -4.53423 -4.01127 0.05373 -0.001
C -5.43372 -4.88889 -0.53121 0.000
C -6.03158 -4.57272 -1.74342 0.000
C -5.73259 -3.36736 -2.36039 0.000
C -4.82859 -2.49118 -1.77647 0.000
C -1.80254 -2.68304 0.96775 -0.001
C -1.32591 -2.35916 2.23622 -0.006
C -0.28990 -3.08530 2.81135 -0.001
C 0.27332 -4.14738 2.12100 0.001
C -0.19857 -4.48307 0.85758 0.000
C -1.22848 -3.75494 0.28501 0.004
H -1.12423 -1.07704 -0.96034 0.009
H -2.43526 -1.39865 -2.08827 0.000
H -3.38943 0.84809 -1.71016 0.000
H -1.67068 1.06696 -2.01568 0.001
H -4.42580 3.00562 -0.91563 0.000
H -6.70862 3.48127 -0.13849 0.000
H -7.45606 2.68823 2.08035 0.000
H -5.90651 1.40771 3.52017 0.000
H -3.62588 0.89336 2.72396 0.000
H -0.86929 3.55282 1.78665 0.001
H -0.03955 5.81160 1.27392 0.000
H -0.27956 6.73061 -1.01149 0.000
H -1.36629 5.37760 -2.76969 0.000
H -2.20150 3.13266 -2.26712 0.000
H -4.07795 -4.26995 1.00190 0.000
H -5.66950 -5.82275 -0.03722 0.000
H -6.73140 -5.25957 -2.20071 0.000
H -6.20686 -3.10354 -3.29698 0.000
H -4.62847 -1.54370 -2.26614 0.000
H -1.77787 -1.53413 2.77638 0.002
H 0.06397 -2.83177 3.80346 0.000
H 1.07522 -4.72106 2.56812 0.000
H 0.24212 -5.31006 0.31621 0.000
H -1.59810 -4.02860 -0.69696 0.000
I 1.02160 0.92787 2.06716 0.019
C 3.05390 0.64323 2.46950 -0.005
C 3.51616 0.68029 3.75128 -0.003
C 4.89243 0.49558 3.99375 0.000
C 5.74305 0.30068 2.94657 -0.002
C 5.26702 0.27074 1.61235 -0.004
C 6.16378 0.09398 0.53450 0.009
C 5.71830 0.07458 -0.75706 -0.006
C 4.34636 0.20581 -1.01935 -0.014
C 3.40792 0.37283 -0.01393 -0.017
C 3.88227 0.43031 1.34535 -0.006
H 2.84261 0.85167 4.58118 0.001
H 5.26165 0.51727 5.00987 0.000
H 6.80365 0.16739 3.11933 0.000
H 7.21857 -0.02131 0.75310 0.000
H 6.41360 -0.05042 -1.57614 0.000
H 4.02512 0.17255 -2.05337 0.007
```

## Properties
- strongest force on any atom (eV/Å) = 0.73
- ⟨S²⟩ = 0.76
- net charge = +1
- multiplicity = 2
- orbital gap (spin up / spin down) (eV) = 5.33 / 5.61

=====

No. 2
Entry from the OMol25 dataset: a 2-piece molecular cluster, C43H33N3O3 overall in a non-equilibrium geometry (wB97M-V/def2-TZVPD).

XYZ file:
```
82
Properties=species:S:1:pos:R:3:lowdin_charge:R:1
C -6.91359 2.07332 -0.15380 -0.089
C -7.20988 2.14632 1.20640 -0.079
C -6.63705 1.24492 2.09939 -0.004
C -5.75478 0.27316 1.61076 -0.226
N -5.14674 -0.62324 2.53358 -0.050
C -5.69459 -1.93394 2.64569 -0.215
C -5.30683 -2.92215 1.72956 -0.012
C -5.93357 -4.16940 1.75834 -0.078
C -6.93176 -4.42949 2.69651 -0.091
C -7.34479 -3.43128 3.57735 -0.080
C -6.75017 -2.16862 3.53784 -0.011
C -3.87470 -0.28042 3.06960 -0.180
C -3.72259 -0.13349 4.46200 0.015
C -2.51776 0.31376 4.98011 -0.011
C -1.36138 0.44066 4.18975 -0.180
C -0.08906 0.74792 4.90824 0.084
C 1.16896 0.36770 4.18469 -0.171
C 2.36788 1.12756 4.21626 0.016
C 3.54644 0.66741 3.65100 0.013
C 3.57964 -0.58674 3.01319 -0.194
N 4.79590 -1.01617 2.51007 -0.029
C 4.98524 -2.31380 2.00503 -0.245
C 4.89636 -2.51451 0.62451 -0.006
C 5.18401 -3.77198 0.09429 -0.076
C 5.63541 -4.79739 0.93584 -0.088
C 5.79427 -4.56432 2.30842 -0.079
C 5.46242 -3.32217 2.85077 -0.008
C 5.75075 -0.02768 2.18124 -0.260
C 6.94437 0.02464 2.90192 -0.006
C 7.84458 1.05580 2.63622 -0.076
C 7.58536 1.95990 1.60057 -0.086
C 6.42945 1.83651 0.81978 -0.069
C 5.48740 0.85616 1.12900 -0.019
C 2.40078 -1.35802 2.93931 0.007
C 1.21004 -0.85032 3.46869 -0.040
C -1.50849 0.25284 2.78416 0.001
C -2.74546 -0.12464 2.23997 0.018
C -5.50545 0.14638 0.24468 -0.019
C -6.07905 1.06758 -0.63511 -0.075
H -7.32498 2.80803 -0.83500 0.101
H -7.87682 2.91012 1.59423 0.103
H -6.83658 1.26974 3.17556 0.118
H -4.52098 -2.68647 1.00074 0.112
H -5.62511 -4.92556 1.03848 0.104
H -7.38369 -5.41259 2.74055 0.100
H -8.13401 -3.61770 4.30282 0.103
H -7.07298 -1.35360 4.19500 0.115
H -4.56404 -0.37108 5.11409 0.118
H -2.43134 0.59544 6.02644 0.121
H -0.19722 0.55241 5.99259 0.141
H 2.41493 2.11003 4.68344 0.098
H 4.43730 1.30161 3.71539 0.127
H 4.59981 -1.68470 -0.02097 0.118
H 5.06199 -3.94435 -0.97899 0.106
H 5.85875 -5.78292 0.51945 0.102
H 6.17854 -5.35099 2.96364 0.105
H 5.58710 -3.11137 3.91457 0.121
H 7.12348 -0.71264 3.68897 0.121
H 8.74816 1.14329 3.24170 0.105
H 8.28923 2.76619 1.38888 0.103
H 6.24464 2.50147 -0.02698 0.107
H 4.54607 0.76844 0.57550 0.127
H 2.40694 -2.33986 2.45848 0.114
H 0.28044 -1.41977 3.37909 0.114
H -0.67627 0.43343 2.09895 0.127
H -2.85243 -0.34968 1.16757 0.115
H -4.84510 -0.65582 -0.10180 0.106
H -5.85135 0.98944 -1.69490 0.103
O 0.34559 2.54019 5.45384 -0.095
C 0.91198 3.33155 6.29710 -0.297
C 1.87605 4.32376 5.80242 -0.112
N 1.77455 4.61975 4.39492 -0.312
O 0.75793 4.18420 3.79621 0.049
O 2.66003 5.32084 3.83493 0.021
C 2.68335 5.01359 6.68628 -0.017
C 2.55892 4.78605 8.06741 -0.107
C 1.53662 3.98237 8.57979 -0.094
C 0.69230 3.28376 7.71392 -0.010
H 3.37478 5.73414 6.26888 0.114
H 3.22548 5.31964 8.74020 0.094
H 1.37331 3.92444 9.65968 0.104
H -0.16638 2.68422 8.03301 0.107
```

## Properties
- strongest force on any atom (eV/Å) = 3.11
- net charge = 0
- orbital gap (eV) = 6.67